[1]
DFT (ωB97M-V/def2-TZVPD) results for C16H6Br2Cl5NOS3SbTi as an isolated structure in a non-equilibrium geometry.

LUMO level = 2.15 eV
total charge = -1

Positions of all 36 atoms, in Å:
Ti: -0.05 1.15 0.09
Cl: 1.26 2.99 -1.99
C: 0.35 3.94 -0.86
C: -0.24 3.22 0.17
C: -1.07 3.96 1.01
Cl: -1.83 3.12 2.29
C: -1.33 5.32 0.83
Cl: -2.46 6.13 1.83
C: -0.67 6.00 -0.19
Cl: -0.95 7.68 -0.43
C: 0.20 5.31 -1.04
Cl: 1.05 6.14 -2.27
S: -1.97 -2.48 2.11
Sb: -2.06 -0.21 2.18
S: 0.39 0.43 2.16
S: -2.22 0.61 -0.22
C: -2.61 -3.06 -1.27
C: -1.17 -3.14 -0.89
C: -0.61 -4.37 -0.45
C: 0.68 -4.39 0.00
C: 1.44 -3.20 0.02
C: 2.72 -3.05 0.57
Br: 3.64 -4.57 1.26
C: 3.35 -1.84 0.65
C: 2.71 -0.72 0.11
Br: 3.36 1.06 0.34
C: 1.48 -0.79 -0.51
O: 0.93 0.26 -1.06
C: 0.80 -2.05 -0.51
N: -0.47 -2.04 -0.95
H: -2.80 -3.63 -2.17
H: -2.88 -2.02 -1.42
H: -3.21 -3.47 -0.46
H: -1.23 -5.25 -0.43
H: 1.13 -5.30 0.38
H: 4.31 -1.73 1.14

=====

[2]
DFT (ωB97M-V/def2-TZVPD) results for C16H8BaBr2Cl2N2O5 as an isolated structure in a non-equilibrium geometry.

LUMO level = -1.57 eV
total charge = 0

Positions of all 36 atoms, in Å:
Ba: -1.23 0.00 0.39
Br: 5.10 0.00 4.37
C: 3.51 0.00 3.37
C: 2.29 0.00 4.02
C: 1.16 0.00 3.22
N: 1.17 0.00 1.89
C: 2.36 0.00 1.27
C: 3.55 0.00 1.99
C: 2.35 0.00 -0.23
C: 3.52 0.00 -0.97
C: 3.44 0.00 -2.35
Br: 5.02 0.00 -3.39
C: 2.21 0.00 -2.98
C: 1.09 0.00 -2.15
N: 1.15 0.00 -0.83
H: 2.22 0.00 5.09
H: 0.18 0.00 3.68
H: 4.51 0.00 1.50
H: 4.49 0.00 -0.51
H: 2.11 0.00 -4.05
H: 0.10 0.00 -2.59
Cl: -2.90 1.46 2.82
C: -3.50 0.00 3.62
Cl: -2.90 -1.46 2.82
H: -4.59 0.00 3.55
H: -3.17 0.00 4.65
O: -4.33 0.00 -5.11
C: -3.85 0.00 -4.01
C: -3.48 -1.22 -3.18
O: -3.60 -2.37 -3.52
C: -2.94 -0.71 -1.91
C: -2.94 0.71 -1.91
O: -2.50 1.45 -0.94
C: -3.48 1.22 -3.18
O: -3.60 2.37 -3.52
O: -2.50 -1.45 -0.94

=====

[3]
DFT (ωB97M-V/def2-TZVPD) results for C16H8Br5IrN2O3S as an isolated structure.

spin multiplicity = 2
LUMO level (alpha / beta) = -3.34 / -4.95 eV
relative energy (zero: lowest compared OMol25 entry of this formula, charge and spin) = 0.0 kcal/mol
total charge = +1
<S²> = 0.767

Positions of all 36 atoms, in Å:
Ir: -1.28 -0.99 -0.89
Br: 1.84 -7.15 -0.41
C: 1.02 -5.52 -0.02
C: 0.75 -5.17 1.35
Br: 1.21 -6.36 2.71
C: 0.14 -3.98 1.67
Br: -0.25 -3.45 3.42
C: -0.21 -3.08 0.64
O: -0.77 -1.94 0.87
C: 0.06 -3.43 -0.74
O: -0.28 -2.58 -1.64
C: 0.68 -4.66 -1.04
Br: 0.98 -5.03 -2.85
S: 0.49 0.39 -1.38
C: -0.34 0.45 -2.92
C: 0.06 0.91 -4.16
C: -0.82 0.71 -5.22
C: -2.03 0.06 -5.02
C: -2.35 -0.41 -3.76
N: -1.51 -0.19 -2.74
H: 1.02 1.38 -4.29
H: -0.55 1.06 -6.21
H: -2.71 -0.11 -5.84
H: -3.25 -0.95 -3.55
O: -5.65 2.76 1.18
C: -4.59 2.05 0.78
C: -3.30 2.56 0.67
C: -2.29 1.73 0.24
N: -2.50 0.45 -0.07
C: -3.75 -0.02 0.04
Br: -3.85 -1.85 -0.46
C: -4.83 0.71 0.45
H: -5.40 3.67 1.39
H: -3.08 3.59 0.91
H: -1.27 2.08 0.14
H: -5.82 0.28 0.53

=====

[4]
DFT (ωB97M-V/def2-TZVPD) results for C16H9BrCrF5N3O5 as an isolated structure.

spin multiplicity = 5
LUMO level (alpha / beta) = 3.68 / 3.68 eV
total charge = -2
<S²> = 6.013

Positions of all 40 atoms, in Å:
Cr: 1.25 -0.89 0.45
N: -0.66 -2.41 0.96
C: -0.85 -2.16 2.39
C: 0.48 -2.03 3.14
O: 0.58 -2.56 4.27
N: 1.40 -1.36 2.47
C: 2.77 -1.41 2.92
C: 3.71 -1.62 1.73
O: 4.91 -1.84 1.95
O: 3.18 -1.54 0.56
H: -0.43 -3.37 0.77
H: -1.47 -2.12 0.43
H: -1.40 -1.22 2.48
H: -1.43 -2.94 2.90
H: 3.08 -0.48 3.41
H: 2.93 -2.21 3.65
F: 1.54 1.64 -1.83
C: 1.33 0.47 -2.48
C: 1.23 -0.71 -1.77
C: 1.02 -1.82 -2.57
F: 0.88 -3.05 -2.01
C: 0.92 -1.79 -3.95
F: 0.70 -2.91 -4.68
C: 1.03 -0.58 -4.60
F: 0.93 -0.51 -5.95
C: 1.24 0.57 -3.86
F: 1.35 1.76 -4.49
Br: -5.37 4.50 0.02
C: -3.57 3.89 0.17
C: -2.54 4.82 0.23
N: -1.27 4.47 0.33
C: -0.99 3.17 0.38
C: -1.95 2.17 0.33
C: -3.28 2.54 0.22
C: -1.58 0.68 0.39
O: -2.51 -0.13 0.26
O: -0.36 0.46 0.54
H: -2.77 5.88 0.20
H: 0.05 2.88 0.45
H: -4.04 1.77 0.17

=====

[5]
DFT (ωB97M-V/def2-TZVPD) results for C17H10Br2ClInN2O9 as an isolated structure in a non-equilibrium geometry.

LUMO level = -1.04 eV
total charge = 0

Positions of all 42 atoms, in Å:
In: 1.54 0.48 -1.39
C: 1.60 3.23 0.72
C: 0.31 3.13 0.02
C: -0.80 3.95 0.33
C: -2.00 3.76 -0.30
C: -2.14 2.76 -1.28
C: -3.33 2.46 -1.98
Br: -4.92 3.42 -1.62
C: -3.36 1.45 -2.91
C: -2.20 0.73 -3.20
Br: -2.24 -0.66 -4.48
C: -0.98 0.98 -2.57
O: 0.09 0.30 -2.87
C: -0.97 2.01 -1.58
N: 0.18 2.22 -0.92
H: 1.61 4.07 1.41
H: 2.41 3.33 -0.01
H: 1.78 2.30 1.27
H: -0.70 4.71 1.08
H: -2.85 4.37 -0.04
H: -4.27 1.19 -3.42
O: 1.03 -0.19 0.72
C: 1.05 -1.37 0.31
O: 1.38 -1.66 -0.86
C: 0.60 -2.45 1.23
C: 0.43 -2.17 2.59
C: -0.08 -3.14 3.43
C: -0.41 -4.38 2.91
C: -0.22 -4.69 1.56
C: 0.29 -3.71 0.72
N: -0.95 -5.38 3.80
O: -1.23 -6.46 3.34
O: -1.09 -5.06 4.97
H: 0.70 -1.19 2.96
H: -0.24 -2.95 4.48
H: -0.49 -5.67 1.20
H: 0.45 -3.90 -0.33
O: 5.38 1.05 -2.18
Cl: 4.05 0.83 -1.87
O: 3.38 0.06 -2.87
O: 3.32 2.07 -1.77
O: 3.88 0.17 -0.61

=====

[6]
DFT (ωB97M-V/def2-TZVPD) results for C17H10Cl3MoO7S as an isolated structure in a non-equilibrium geometry.

LUMO level (alpha / beta) = -5.63 / -5.61 eV
total charge = +1

Positions of all 39 atoms, in Å:
Mo: -0.06 3.05 0.07
O: -0.90 3.58 3.55
Cl: -0.61 4.38 2.45
O: -0.66 5.76 2.65
O: -1.51 3.98 1.25
O: 0.72 3.98 1.82
Cl: 1.32 2.67 -7.10
C: 1.26 2.80 -5.39
C: 2.45 2.98 -4.68
C: 2.46 3.09 -3.30
Cl: 3.92 3.31 -2.45
C: 1.25 3.02 -2.60
O: 1.26 3.12 -1.27
C: 0.05 2.84 -3.32
C: -1.20 2.79 -2.66
O: -1.38 2.86 -1.42
C: 0.07 2.73 -4.72
H: 3.39 3.04 -5.22
H: -2.10 2.70 -3.27
H: -0.86 2.60 -5.27
C: -1.82 -5.15 3.90
C: -1.02 -6.23 3.23
O: -1.23 -7.40 3.33
S: 0.40 -5.78 2.19
C: 0.19 -4.06 1.82
C: -0.87 -3.61 1.03
C: -0.97 -2.28 0.70
C: 0.01 -1.38 1.14
C: 1.09 -1.83 1.92
C: 1.16 -3.17 2.26
C: -0.07 -0.01 0.79
C: -0.15 1.18 0.50
H: -2.23 -4.44 3.19
H: -1.17 -4.60 4.59
H: -2.62 -5.63 4.46
H: -1.60 -4.32 0.66
H: -1.79 -1.92 0.09
H: 1.84 -1.14 2.26
H: 1.98 -3.52 2.87

=====

[7]
DFT (ωB97M-V/def2-TZVPD) results for one molecule with the formula C17H10ClN3S in a non-equilibrium geometry.

LUMO level = -0.61 eV
structure (SMILES) = N#Cc1cc(-c2ccccc2)nnc1Sc1ccc(Cl)cc1
total charge = 0

Positions of all 32 atoms, in Å:
N: -0.68 -4.96 0.18
C: -0.63 -3.82 0.14
C: -0.57 -2.41 0.08
C: -1.72 -1.64 0.07
C: -1.57 -0.24 0.01
C: -2.71 0.68 -0.02
C: -3.96 0.28 -0.49
C: -5.01 1.18 -0.50
C: -4.83 2.48 -0.05
C: -3.59 2.88 0.41
C: -2.53 1.99 0.42
N: -0.36 0.31 0.00
N: 0.72 -0.40 0.02
C: 0.67 -1.72 0.03
S: 2.17 -2.60 0.01
C: 3.31 -1.22 0.00
C: 3.59 -0.56 1.18
C: 4.47 0.51 1.17
C: 5.06 0.90 -0.03
Cl: 6.15 2.23 -0.05
C: 4.78 0.22 -1.21
C: 3.90 -0.84 -1.19
H: -2.69 -2.10 0.13
H: -4.11 -0.72 -0.87
H: -5.97 0.87 -0.87
H: -5.66 3.17 -0.06
H: -3.44 3.89 0.76
H: -1.55 2.29 0.77
H: 3.13 -0.87 2.10
H: 4.70 1.04 2.08
H: 5.24 0.53 -2.13
H: 3.67 -1.38 -2.10

=====

[8]
DFT (ωB97M-V/def2-TZVPD) results for an isolated ion of composition C17H10F6NO4S2 and charge -1 in a non-equilibrium geometry.

LUMO level = 2.28 eV
relative energy (zero: lowest compared OMol25 entry of this formula, charge and spin) = 8.4 kcal/mol
total charge = -1

Positions of all 40 atoms, in Å:
F: -1.15 -4.31 1.31
C: -1.13 -3.10 0.72
F: -1.31 -3.24 -0.62
F: -2.14 -2.35 1.23
S: 0.56 -2.27 1.09
C: 0.56 -0.56 0.19
C: 1.33 -0.86 -1.07
C: 0.65 -0.93 -2.31
C: 1.34 -1.24 -3.48
C: 2.72 -1.46 -3.45
C: 3.39 -1.48 -2.22
C: 2.69 -1.19 -1.04
O: 0.59 -1.99 2.50
O: 1.48 -3.17 0.44
H: -0.52 -0.59 0.00
H: -0.43 -0.76 -2.31
H: 0.78 -1.30 -4.42
H: 3.26 -1.65 -4.38
H: 4.45 -1.73 -2.17
H: 3.21 -1.25 -0.08
F: -0.74 4.74 3.06
C: -1.13 3.65 2.39
F: -2.13 3.04 3.07
F: -1.61 4.03 1.18
S: 0.46 2.51 2.21
N: -3.53 0.34 0.03
C: -2.81 1.24 -0.78
O: -3.21 1.83 -1.78
C: -1.48 1.49 -0.10
C: -1.58 0.97 1.15
C: -0.40 0.85 1.99
C: 0.87 0.60 1.06
C: 0.82 1.96 0.33
C: -0.33 2.10 -0.54
C: -2.93 0.32 1.30
O: -3.41 -0.09 2.35
H: -0.44 0.27 2.92
H: 1.79 0.46 1.64
H: 1.77 2.42 0.04
H: -0.30 2.69 -1.46

=====

[9]
DFT (ωB97M-V/def2-TZVPD) results for C17H10FeN2O2S2SbSe4 as an isolated structure.

spin multiplicity = 6
LUMO level (alpha / beta) = 4.13 / 3.74 eV
relative energy (zero: lowest compared OMol25 entry of this formula, charge and spin) = 0.5 kcal/mol
total charge = -2
<S²> = 8.779

Positions of all 39 atoms, in Å:
Fe: -1.20 -0.17 -0.63
Se: -2.40 1.89 6.20
Sb: -1.20 0.88 4.33
Se: -3.10 0.08 0.93
Se: -2.16 1.87 2.10
Se: -1.07 -1.51 4.19
O: -0.38 -3.95 -1.82
C: -0.46 -2.82 -1.34
O: -1.24 -1.88 -1.69
C: 0.52 -2.46 -0.21
C: 1.48 -3.40 0.22
C: 2.38 -3.02 1.17
C: 2.35 -1.70 1.69
C: 3.29 -1.21 2.62
C: 3.24 0.08 3.04
C: 2.23 0.94 2.56
C: 1.29 0.49 1.67
C: 1.34 -0.84 1.21
N: 0.43 -1.26 0.29
H: 1.47 -4.38 -0.23
H: 3.14 -3.71 1.54
H: 4.06 -1.89 2.99
H: 3.96 0.45 3.75
H: 2.19 1.97 2.90
H: 0.50 1.14 1.31
S: -0.24 1.66 -1.84
C: 1.43 1.52 -1.44
N: 2.18 0.46 -1.50
C: 3.45 0.70 -1.03
C: 4.45 -0.26 -0.91
C: 5.68 0.10 -0.40
C: 5.94 1.42 -0.01
C: 4.95 2.38 -0.11
C: 3.71 2.02 -0.62
S: 2.27 2.96 -0.82
H: 4.23 -1.28 -1.21
H: 6.46 -0.65 -0.30
H: 6.90 1.68 0.40
H: 5.14 3.40 0.21

=====

[10]
DFT (ωB97M-V/def2-TZVPD) results for C17H11AuN3O4 as an isolated structure in a non-equilibrium geometry.

spin multiplicity = 3
LUMO level (alpha / beta) = -3.98 / -5.10 eV
relative energy (zero: lowest compared OMol25 entry of this formula, charge and spin) = 0.0 kcal/mol
total charge = +1
<S²> = 2.013

Positions of all 36 atoms, in Å:
Au: -0.76 0.32 -0.61
O: -2.17 -6.35 2.53
C: -2.40 -5.77 3.49
O: -2.61 -5.18 4.44
C: -2.68 -3.30 1.82
C: -2.30 -3.60 0.53
C: -1.77 -2.55 -0.21
N: -1.71 -1.31 0.29
C: -2.16 -1.04 1.52
C: -2.62 -2.05 2.36
C: -2.25 0.44 1.93
O: -2.65 0.74 3.02
O: -1.89 1.26 1.02
H: -2.40 -4.58 0.10
H: -1.41 -2.69 -1.22
H: -2.92 -1.80 3.37
C: -0.51 4.04 -2.76
C: 0.83 4.37 -2.70
C: 1.72 3.49 -2.11
C: 1.23 2.30 -1.55
N: -0.08 2.01 -1.62
C: -0.92 2.84 -2.21
C: 2.09 1.32 -0.88
C: 3.39 1.59 -0.45
C: 4.12 0.58 0.15
C: 3.54 -0.67 0.34
C: 2.23 -0.84 -0.08
N: 1.54 0.12 -0.67
H: -1.23 4.69 -3.23
H: 1.19 5.31 -3.11
H: 2.77 3.71 -2.08
H: -1.96 2.53 -2.23
H: 3.82 2.57 -0.56
H: 5.13 0.76 0.48
H: 4.08 -1.47 0.81
H: 1.72 -1.78 0.06

=====

[11]
DFT (ωB97M-V/def2-TZVPD) results for one molecule with the formula C17H11F13N2O in a non-equilibrium geometry.

LUMO level = -1.62 eV
structure (SMILES) = FC(F)C(F)(F)C(F)(F)C(F)(F)COCCc1cc(C(F)(F)C(F)(F)F)cc2nccnc12
total charge = 0

Positions of all 44 atoms, in Å:
F: -5.25 -0.83 -1.98
C: -4.09 -0.06 -1.65
F: -4.29 1.24 -2.27
C: -2.72 -0.63 -2.27
F: -1.67 0.26 -1.93
F: -2.87 -0.54 -3.71
C: -2.42 -2.18 -1.96
F: -3.48 -3.05 -2.39
F: -1.29 -2.55 -2.78
C: -2.13 -2.52 -0.41
F: -3.28 -2.23 0.42
F: -1.92 -3.95 -0.36
C: -0.77 -1.85 0.15
O: 0.12 -2.79 0.78
C: 0.48 -2.37 2.13
C: 1.85 -1.53 2.22
C: 1.85 -0.17 1.34
C: 1.55 1.21 2.02
C: 1.58 2.55 1.16
C: 1.33 4.00 1.76
F: 1.41 5.00 0.73
F: 2.38 4.35 2.70
C: -0.08 4.20 2.50
F: -0.42 3.17 3.41
F: -1.16 4.47 1.59
F: 0.03 5.40 3.30
C: 1.87 2.38 -0.36
C: 2.17 1.00 -1.06
N: 2.41 1.03 -2.48
C: 2.65 -0.28 -2.99
C: 2.70 -1.57 -2.11
N: 2.47 -1.62 -0.70
C: 2.18 -0.30 -0.21
H: -4.00 0.16 -0.52
H: -1.04 -0.97 0.82
H: -0.22 -1.45 -0.80
H: 0.65 -3.35 2.73
H: -0.34 -1.80 2.68
H: 2.07 -1.29 3.33
H: 2.71 -2.19 1.81
H: 1.34 1.27 3.14
H: 1.89 3.33 -1.02
H: 2.84 -0.40 -4.12
H: 2.94 -2.56 -2.64

=====

[12]
DFT (ωB97M-V/def2-TZVPD) results for C17H12BF4IN3Pd as an isolated structure.

spin multiplicity = 3
LUMO level (alpha / beta) = 1.73 / 1.73 eV
relative energy (zero: lowest compared OMol25 entry of this formula, charge and spin) = 0.0 kcal/mol
total charge = -1
<S²> = 2.008

Positions of all 39 atoms, in Å:
Pd: 1.74 -0.58 -2.34
N: -3.99 1.80 5.93
C: -3.38 1.55 4.98
C: -2.63 1.24 3.80
C: -3.28 1.24 2.56
C: -2.56 0.93 1.42
C: -1.20 0.64 1.50
C: -0.57 0.65 2.74
C: -1.28 0.94 3.89
C: -0.42 0.32 0.27
C: -0.70 -0.91 -0.32
C: -1.63 -1.90 0.14
C: -1.56 -2.95 -0.74
C: -0.60 -2.58 -1.72
N: -0.10 -1.39 -1.48
C: 0.49 1.30 -0.14
C: 0.64 2.59 0.43
C: 1.60 3.25 -0.31
C: 2.02 2.34 -1.30
N: 1.37 1.19 -1.21
H: -4.33 1.47 2.50
H: -3.04 0.93 0.45
H: 0.49 0.42 2.79
H: -0.79 0.94 4.85
H: -2.24 -1.83 1.02
H: -2.10 -3.88 -0.70
H: -0.24 -3.17 -2.55
H: 0.08 2.98 1.26
H: 1.96 4.26 -0.17
H: 2.77 2.48 -2.06
F: 4.56 -3.32 -1.68
B: 3.22 -3.08 -1.42
F: 2.53 -2.84 -2.67
F: 2.61 -4.15 -0.78
F: 3.06 -1.89 -0.65
I: 3.63 0.45 -4.27
C: 1.50 0.10 -4.34
H: 1.35 -0.60 -5.15
H: 1.03 1.06 -4.54

=====

The calculation returns the following E_tot values, one per record and in order: -285089.30668, -195763.92069, -389725.86002, -143501.49513, -196972.11495, -82365.08699, -45618.17838, -65444.82076, -348854.30766, -34152.04998, -58153.93377, -45427.87772 eV.